P.
DFT (ωB97M-V with the def2-TZVPD basis set) results for a cluster of 2 separate species, C2H9NOS in total.

Structure (XYZ):
```
14
Properties=species:S:1:pos:R:3
N 1.36 -1.31 -0.98
C 1.48 0.11 -1.03
O 1.79 0.70 0.25
H 0.56 -1.60 -0.44
H 2.20 -1.71 -0.58
H 0.55 0.53 -1.41
H 2.31 0.39 -1.68
H 1.05 1.25 0.53
C -1.83 0.78 0.86
S -2.20 -0.88 0.19
H -2.73 1.30 1.14
H -1.34 1.34 0.07
H -1.18 0.65 1.72
H -2.02 -1.54 1.34
```

Summary:
Net charge: 0
Gap between HOMO and LUMO, Ha: 0.373

Mulliken atomic charge list, values in e, 5 entries: atom 1 (N): -0.511, atom 2 (C): -0.271, atom 3 (O): -0.546, atom 4 (H): 0.235, atom 5 (H): 0.225

---

Q.
DFT (ωB97M-V with the def2-TZVPD basis set) results for a cluster of 2 separate species, C2H9NOS in total.

Structure (XYZ):
```
14
Properties=species:S:1:pos:R:3
N 2.30 -2.28 -2.21
C 2.10 -1.50 -1.03
O 1.57 -2.22 0.08
H 2.73 -3.16 -1.99
H 1.43 -2.46 -2.70
H 3.05 -1.05 -0.72
H 1.37 -0.73 -1.23
H 2.29 -2.57 0.61
C -1.11 2.48 0.46
S -2.49 1.76 1.42
H -1.05 3.54 0.65
H -0.20 1.96 0.73
H -1.29 2.34 -0.61
H -3.44 2.47 0.81
```

Summary:
Net charge: 0
Gap between HOMO and LUMO, Ha: 0.361

Mulliken atomic charge list, values in e, 5 entries: atom 1 (N): -0.525, atom 2 (C): -0.266, atom 3 (O): -0.563, atom 4 (H): 0.214, atom 5 (H): 0.246

---

R.
DFT (ωB97M-V with the def2-TZVPD basis set) results for a cluster of 2 separate species, C2H9NOS in total.

Structure (XYZ):
```
14
Properties=species:S:1:pos:R:3
N -2.95 2.95 2.17
C -2.60 2.01 1.24
O -1.25 2.06 0.92
H -2.49 2.72 3.08
H -2.75 3.94 1.88
H -2.78 0.98 1.59
H -2.99 2.19 0.19
H -0.66 1.64 1.46
C 2.38 -1.96 -2.57
S 2.23 -2.53 -0.81
H 1.62 -1.25 -2.80
H 3.41 -1.69 -2.82
H 2.06 -2.75 -3.34
H 0.96 -2.83 -0.87
```

Summary:
Net charge: 0
Gap between HOMO and LUMO, Ha: 0.362

Mulliken atomic charge list, values in e, 5 entries: atom 1 (N): -0.530, atom 2 (C): -0.231, atom 3 (O): -0.541, atom 4 (H): 0.224, atom 5 (H): 0.261

---

S.
DFT (ωB97M-V with the def2-TZVPD basis set) results for a cluster of 2 separate species, C2H9NOS in total.

Structure (XYZ):
```
14
Properties=species:S:1:pos:R:3
N -1.91 0.76 2.44
C -1.78 0.45 1.04
O -2.19 1.50 0.21
H -2.85 1.05 2.68
H -1.62 -0.05 2.96
H -2.38 -0.43 0.84
H -0.74 0.21 0.86
H -1.84 2.32 0.61
C 2.40 -0.55 -2.10
S 2.67 -1.82 -0.83
H 2.89 0.38 -1.79
H 1.33 -0.37 -2.16
H 2.71 -0.75 -3.13
H 3.31 -2.69 -1.62
```

Summary:
Net charge: 0
Gap between HOMO and LUMO, Ha: 0.365

Mulliken atomic charge list, values in e, 5 entries: atom 1 (N): -0.593, atom 2 (C): -0.147, atom 3 (O): -0.532, atom 4 (H): 0.212, atom 5 (H): 0.215

---

Least stable structure: R